No. 1
Molecular formula: C27H20BrF25N2O3
Method: DFT, ωB97M-V/def2-TZVPD

Geometry as XYZ:
```
78
Properties=species:S:1:pos:R:3:lowdin_charge:R:1
C 3.130 -0.016 3.159 0.139
C 2.221 0.340 2.447 -0.098
C 0.888 0.691 1.920 -0.293
N 0.477 1.937 2.024 0.183
C -0.787 2.150 1.542 -0.196
C -1.352 3.468 1.639 -0.022
C -2.626 3.779 1.202 -0.053
C -3.428 2.706 0.626 -0.016
C -2.903 1.428 0.529 -0.108
C -3.839 0.339 -0.067 -0.314
C -4.334 -0.532 1.138 -0.020
F -3.193 -0.434 -1.038 -0.033
C -1.554 1.091 0.979 -0.151
N -1.144 -0.208 0.816 0.130
C 0.062 -0.342 1.298 -0.592
Br 0.833 -2.124 1.177 0.767
H 3.877 -0.377 3.855 0.026
H -0.748 4.265 2.097 0.116
H -3.040 4.794 1.302 0.108
H -4.446 2.924 0.265 0.118
H -4.688 0.849 -0.569 0.123
H -3.473 -0.613 1.835 0.071
H -4.593 -1.563 0.835 0.086
H -5.142 -0.008 1.680 0.088
F -7.072 -0.832 -5.545 0.097
C -6.999 -0.929 -4.205 -0.301
F -8.143 -0.388 -3.714 0.092
C -5.789 -0.187 -3.632 -0.429
F -5.885 1.141 -3.870 0.131
F -5.838 -0.335 -2.276 0.098
C -4.399 -0.681 -4.082 -0.030
O -3.756 0.045 -5.135 0.044
C -4.044 -0.274 -6.456 -0.514
F -4.766 -1.406 -6.509 0.149
F -2.853 -0.561 -7.042 0.122
C -4.698 0.885 -7.212 -0.281
F -5.856 1.254 -6.632 0.103
F -4.985 0.514 -8.481 0.101
H -6.980 -1.986 -3.927 0.174
H -3.743 -0.531 -3.223 0.130
H -4.381 -1.756 -4.264 0.149
H -4.036 1.753 -7.238 0.177
F 2.443 -2.981 -4.863 0.097
C 2.572 -2.738 -3.547 -0.301
F 2.354 -3.917 -2.911 0.092
C 1.575 -1.690 -3.047 -0.440
F 0.305 -2.128 -3.185 0.131
F 1.780 -1.543 -1.708 0.045
C 1.691 -0.281 -3.665 -0.038
O 0.788 0.046 -4.719 0.042
C 1.103 -0.300 -6.028 -0.522
F 2.373 -0.738 -6.107 0.142
F 1.054 0.843 -6.748 0.146
C 0.094 -1.292 -6.608 -0.281
F 0.052 -2.431 -5.886 0.100
F 0.436 -1.638 -7.872 0.101
H 3.601 -2.431 -3.342 0.173
H 1.418 0.412 -2.868 0.147
H 2.721 -0.025 -3.918 0.145
H -0.907 -0.862 -6.620 0.146
F 7.244 0.096 6.610 0.102
C 6.116 -0.419 6.095 -0.300
F 5.965 0.141 4.865 0.079
C 4.893 -0.127 6.971 -0.434
F 4.657 1.200 7.044 0.137
F 3.802 -0.670 6.349 0.092
C 4.924 -0.717 8.397 -0.040
O 5.314 0.154 9.458 0.042
C 6.668 0.310 9.743 -0.527
F 7.397 -0.588 9.056 0.142
F 6.819 -0.002 11.048 0.147
C 7.145 1.748 9.525 -0.283
F 6.957 2.138 8.249 0.100
F 8.468 1.847 9.784 0.101
H 6.252 -1.495 5.951 0.175
H 3.888 -0.963 8.632 0.149
H 5.455 -1.668 8.439 0.145
H 6.603 2.438 10.176 0.176
```

The calculation puts the frontier orbital gap at 8.4802 eV. As for the SMILES: C#Cc1nc2cccc([C@H](C)F)c2nc1Br.FC(F)C(F)(F)COC(F)(F)C(F)F.FC(F)C(F)(F)COC(F)(F)C(F)F.FC(F)C(F)(F)COC(F)(F)C(F)F. The calculation puts the molar mass at 975.3 g/mol. The total charge is 0. The multiplicity is 1. The LUMO energy comes out at -0.81 eV.

=====

No. 2
Molecular formula: C27H20Cl3MgN6O4S2
Method: DFT, ωB97M-V/def2-TZVPD

Geometry as XYZ:
```
63
Properties=species:S:1:pos:R:3:nbo_charge:R:1
Mg 0.265 -0.204 -0.143 1.750
C 4.456 -1.449 -1.641 -0.238
O 3.837 -1.692 -2.890 -0.545
C 2.958 -0.728 -3.374 0.199
C 3.016 -0.493 -4.731 -0.239
C 2.161 0.417 -5.343 -0.282
C 1.265 1.107 -4.566 -0.189
C 1.165 0.884 -3.189 -0.139
C 0.277 1.699 -2.423 0.092
N 0.035 1.501 -1.184 -0.425
N -0.669 2.450 -0.526 -0.459
C -0.643 2.221 0.760 0.544
O -0.031 1.262 1.325 -0.846
C -1.426 3.156 1.614 -0.010
C -2.506 3.867 1.097 -0.210
C -3.315 4.617 1.932 -0.224
C -3.037 4.699 3.288 -0.227
C -1.939 4.027 3.802 -0.226
C -1.142 3.255 2.975 -0.227
C 1.995 -0.076 -2.542 0.332
O 1.892 -0.358 -1.291 -0.881
H 5.462 -1.872 -1.708 0.170
H 3.913 -1.933 -0.825 0.186
H 4.526 -0.381 -1.433 0.187
H 3.741 -1.040 -5.314 0.210
H 2.217 0.588 -6.408 0.201
H 0.604 1.837 -5.012 0.196
H -0.137 2.594 -2.902 0.169
H -2.698 3.814 0.037 0.238
H -4.178 5.133 1.532 0.205
H -3.675 5.282 3.942 0.203
H -1.711 4.095 4.857 0.206
H -0.287 2.727 3.373 0.234
Cl 2.464 -2.999 6.300 -0.043
C 1.800 -2.552 4.759 -0.096
C 2.506 -1.688 3.935 -0.237
C 1.967 -1.342 2.715 -0.146
Cl 2.732 -0.233 1.653 0.019
C 0.730 -1.851 2.238 0.414
O 0.285 -1.578 1.088 -0.894
C 0.055 -2.698 3.154 -0.139
Cl -1.491 -3.290 2.666 -0.011
C 0.564 -3.052 4.386 -0.244
H 3.461 -1.297 4.244 0.225
H 0.010 -3.706 5.040 0.227
N 1.399 -2.884 -1.936 -0.809
C 0.125 -2.595 -2.193 0.329
N -0.551 -1.710 -1.548 -0.602
C -1.881 -1.743 -1.820 0.127
C -2.250 -2.641 -2.773 -0.443
S -0.861 -3.502 -3.349 0.312
C -2.711 -0.967 -0.933 0.115
C -4.067 -0.868 -0.890 -0.445
S -4.558 -0.056 0.563 0.306
C -2.851 0.052 1.021 0.324
N -2.058 -0.400 0.116 -0.576
N -2.454 0.456 2.229 -0.810
H 1.819 -2.103 -1.409 0.442
H 1.955 -3.305 -2.663 0.399
H -3.223 -2.884 -3.146 0.229
H -4.795 -1.209 -1.597 0.228
H -3.073 0.995 2.810 0.396
H -1.442 0.642 2.246 0.448
```

The calculation puts the frontier orbital gap at 7.0767 eV. The energy above the lowest of the compared OMol25 structures with the same formula, charge and spin comes out at 34.3 kJ/mol. The calculation puts the molar mass at 687.3 g/mol. The total charge is -1. The multiplicity is 1. The LUMO energy comes out at 2.36 eV.

=====

No. 3
Molecular formula: C27H20ClF6IrN2O5P
Method: DFT, ωB97M-V/def2-TZVPD

Geometry as XYZ:
```
63
Properties=species:S:1:pos:R:3:nbo_charge:R:1
Ir 1.254 0.286 0.526 0.858
O 3.692 -4.726 1.950 -0.654
C 2.590 -4.511 2.651 0.778
O 2.220 -5.229 3.535 -0.546
C 1.772 -3.309 2.289 -0.226
C 0.553 -3.015 2.887 0.072
N 0.084 -1.887 2.342 -0.283
N 0.924 -1.450 1.403 -0.260
C 1.972 -2.276 1.373 0.058
C 3.076 -1.882 0.421 0.771
O 4.010 -2.627 0.229 -0.580
O 2.926 -0.696 -0.113 -0.706
H 3.870 -4.030 1.277 0.512
H 0.022 -3.556 3.653 0.272
H -0.754 -1.360 2.550 0.462
Cl 2.100 2.166 -0.752 0.177
C 0.592 2.770 -1.458 0.014
C 0.491 4.099 -1.795 -0.227
C -0.723 4.541 -2.311 -0.146
C -1.786 3.666 -2.471 -0.206
C -1.652 2.328 -2.124 -0.093
C -0.447 1.860 -1.617 -0.462
P -0.177 0.142 -1.129 1.448
C -1.777 -0.583 -0.760 -0.474
C -2.508 -0.139 0.347 -0.195
C -3.758 -0.680 0.598 -0.206
C -4.280 -1.655 -0.244 -0.157
C -3.556 -2.093 -1.343 -0.222
C -2.302 -1.562 -1.605 -0.112
C 0.528 -0.736 -2.521 -0.467
C 0.559 -0.166 -3.792 -0.118
C 1.110 -0.877 -4.848 -0.216
C 1.626 -2.147 -4.636 -0.161
C 1.590 -2.720 -3.370 -0.183
C 1.045 -2.016 -2.313 -0.172
H 1.323 4.775 -1.654 0.251
H -0.836 5.584 -2.574 0.243
H -2.728 4.027 -2.860 0.242
H -2.487 1.648 -2.240 0.232
H -2.099 0.622 0.997 0.268
H -4.329 -0.334 1.450 0.236
H -5.259 -2.071 -0.045 0.234
H -3.965 -2.851 -1.997 0.235
H -1.737 -1.907 -2.461 0.225
H 0.160 0.826 -3.960 0.216
H 1.137 -0.437 -5.835 0.234
H 2.064 -2.694 -5.461 0.235
H 1.993 -3.710 -3.209 0.236
H 1.018 -2.464 -1.326 0.213
C 1.259 3.001 2.496 -0.656
C 0.063 2.080 2.701 0.099
O -0.138 1.079 1.763 -0.813
C -1.219 2.943 2.680 0.961
F -1.395 3.427 1.434 -0.329
F -1.159 3.985 3.511 -0.306
F -2.311 2.231 2.984 -0.316
C 0.221 1.343 4.051 0.959
F -0.727 0.416 4.238 -0.323
F 1.403 0.688 4.048 -0.334
F 0.208 2.164 5.100 -0.303
H 1.143 3.538 1.557 0.228
H 2.185 2.428 2.480 0.224
H 1.327 3.728 3.303 0.260
```

The calculation puts the frontier orbital gap at 7.9878 eV. The energy above the lowest of the compared OMol25 structures with the same formula, charge and spin comes out at 0.0 kJ/mol. The calculation puts the molar mass at 825.1 g/mol. The total charge is +1. The multiplicity is 1. The LUMO energy comes out at -4.43 eV.

=====

No. 4
Molecular formula: C27H20CrNO4
Method: DFT, ωB97M-V/def2-TZVPD

Geometry as XYZ:
```
53
Properties=species:S:1:pos:R:3:nbo_charge:R:1
O 4.033 5.188 1.324 -0.376
C 3.954 4.050 1.037 0.744
Cr 3.713 2.168 0.952 -0.693
C 2.229 2.482 2.030 0.751
O 1.407 2.817 2.804 -0.417
C 4.707 2.215 2.563 0.744
O 5.191 2.412 3.619 -0.374
C 5.172 1.533 -0.530 -0.187
C 4.134 2.234 -1.151 -0.133
C 2.795 1.882 -0.917 -0.231
C 2.481 0.711 -0.182 0.028
C 1.080 0.321 0.082 -0.104
C -0.123 0.266 0.305 0.176
C -1.475 0.028 0.535 -0.322
C -2.331 1.200 0.696 0.006
C -3.580 1.101 1.321 -0.223
C -4.475 2.174 1.294 -0.184
C -4.129 3.369 0.646 -0.159
C -2.848 3.511 0.099 -0.200
C -1.937 2.448 0.147 -0.218
C 3.531 0.109 0.553 -0.227
C 4.863 0.463 0.314 -0.140
H 6.203 1.849 -0.661 0.281
H 4.345 3.110 -1.757 0.276
H 1.974 2.514 -1.280 0.277
H -1.737 -0.907 1.067 0.269
H -3.861 0.170 1.828 0.224
H -5.469 2.068 1.733 0.241
H -4.865 4.175 0.534 0.243
H -2.564 4.429 -0.411 0.234
H -0.940 2.557 -0.268 0.212
H 3.267 -0.633 1.319 0.280
H 5.642 -0.061 0.856 0.277
C -2.390 -4.760 1.565 -0.285
O -2.338 -3.519 0.823 -0.415
C -1.619 -3.521 -0.337 0.432
C -0.866 -4.620 -0.819 -0.302
C -0.189 -4.519 -2.047 -0.113
C -0.306 -3.395 -2.848 -0.143
C -1.078 -2.340 -2.379 0.133
C -1.671 -2.353 -1.110 -0.054
C -2.270 -1.033 -0.859 -0.221
C -2.135 -0.324 -2.084 0.014
N -1.361 -1.085 -2.952 -0.498
H -3.110 -4.561 2.379 0.236
H -2.748 -5.624 0.937 0.216
H -1.383 -5.022 1.998 0.209
H -0.779 -5.522 -0.214 0.255
H 0.434 -5.352 -2.341 0.253
H 0.216 -3.296 -3.790 0.247
H -3.135 -0.939 -0.181 0.274
H -2.549 0.617 -2.358 0.245
H -1.114 -0.788 -3.886 0.440
```

The calculation puts the frontier orbital gap (alpha / beta) at 6.1902 / 4.6476 eV. The energy above the lowest of the compared OMol25 structures with the same formula, charge and spin comes out at 48.7 kJ/mol. The calculation puts the molar mass at 474.5 g/mol. The total charge is +2. The multiplicity is 4. The LUMO energy (alpha / beta) comes out at -5.83 / -9.33 eV.